1.
Here is 2 unconnected molecules or ions with the total composition C5H10N2O from OMol25. Energies are from ωB97M-V/def2-TZVPD.

Atoms and positions in Å:
C 0.67 0.46 -3.05
C -0.22 0.40 -1.89
C -0.15 1.19 -0.77
N -1.14 0.72 0.15
C -1.82 -0.18 -0.60
N -1.37 -0.39 -1.82
H 0.33 -0.17 -3.87
H 1.73 0.30 -2.92
H 0.52 1.52 -3.38
H 0.42 2.07 -0.52
H -1.12 0.99 1.11
H -2.71 -0.65 -0.21
C 0.82 -1.35 3.26
O 0.55 -0.13 2.45
H 0.99 -2.21 2.65
H -0.12 -1.39 3.82
H 1.54 -0.92 3.93
H 1.07 -0.24 1.65

gap between HOMO and LUMO = 9.21 eV
LUMO level = 0.806 eV
HOMO level = -8.4 eV
SMILES = Cc1c[nH]cn1.CO
net charge = 0
energy above the lowest of the compared OMol25 structures with the same formula, charge and spin = 154.8 kJ/mol

These are the Mulliken partial charges, in e, on atoms 1 to 5:
1. C -1.075
2. C 0.777
3. C -0.742
4. N -0.008
5. C -0.228

---

2.
Here is a molecular structure, C8H17F6NNaO11S4 from OMol25. Energies are from ωB97M-V/def2-TZVPD.

Atoms and positions in Å:
Na 1.20 -0.37 0.64
C 2.16 2.03 3.35
F 2.09 3.29 3.73
F 2.82 1.86 2.22
F 2.82 1.38 4.31
S 0.43 1.28 3.19
O -0.21 1.67 4.43
O -0.10 1.85 1.98
N 0.79 -0.39 2.98
S 0.37 -1.12 4.27
O 1.15 -0.70 5.42
O -1.05 -1.24 4.60
C 1.06 -2.80 3.75
F 0.66 -3.15 2.53
F 2.38 -2.73 3.75
F 0.69 -3.74 4.61
O 2.78 -1.79 -0.72
H 2.88 -1.85 0.23
O -0.69 2.88 -2.72
S -0.45 2.31 -1.43
O 0.51 1.24 -1.29
O -0.07 3.50 -0.42
C 1.01 4.37 -0.84
C 1.21 5.48 0.15
C -1.99 1.71 -0.67
H 0.76 4.69 -1.85
H 1.90 3.73 -0.95
H 1.54 5.05 1.09
H 0.26 6.01 0.24
H 1.99 6.16 -0.19
H -2.66 1.68 -1.53
H -2.26 2.40 0.12
H -1.76 0.70 -0.34
O 0.84 -2.91 -2.75
S -0.25 -2.72 -1.88
O -0.27 -1.79 -0.80
O -1.59 -2.34 -2.76
C -1.74 -2.80 -4.09
C -3.01 -2.13 -4.60
C -0.76 -4.35 -1.23
H -1.84 -3.89 -4.07
H -0.89 -2.66 -4.77
H -3.04 -1.05 -4.44
H -3.93 -2.59 -4.24
H -3.10 -2.28 -5.68
H -0.86 -5.02 -2.08
H -1.75 -4.19 -0.80
H -0.04 -4.66 -0.48

gap between HOMO and LUMO = 5.83 eV
LUMO level = 2.088 eV
HOMO level = -3.7 eV
net charge = -1
energy above the lowest of the compared OMol25 structures with the same formula, charge and spin = 96.5 kJ/mol

These are the Mulliken partial charges, in e, on atoms 1 to 5:
1. Na 0.998
2. C 0.703
3. F -0.225
4. F -0.230
5. F -0.243

---

3.
Here is a molecular structure, C10H14BMgN7O3 from OMol25. Energies are from ωB97M-V/def2-TZVPD.

Atoms and positions in Å:
H 1.00 3.07 1.59
N 0.62 1.57 0.14
B 0.24 0.30 -2.07
N 0.58 1.59 -1.25
C 0.86 2.82 -1.70
Mg 0.32 -0.09 1.28
H 0.87 2.98 -2.77
C 1.09 3.64 -0.60
H 1.33 4.68 -0.62
C 0.92 2.83 0.53
H 0.34 0.50 -3.25
C -0.68 -1.69 2.52
H -0.73 -1.73 3.61
H -0.13 -2.56 2.11
H -1.69 -1.65 2.07
N -1.21 -0.08 -1.68
N 1.18 -0.82 -1.59
N -1.53 -0.23 -0.34
N 1.36 -1.12 -0.24
C -2.31 -0.25 -2.44
C 1.99 -1.59 -2.34
H -2.23 -0.15 -3.52
H 1.98 -1.46 -3.41
C -3.38 -0.53 -1.59
C 2.72 -2.42 -1.49
C -2.84 -0.51 -0.28
C 2.29 -2.09 -0.19
H -4.40 -0.71 -1.87
H 3.45 -3.14 -1.78
H -3.35 -0.65 0.66
H 2.62 -2.51 0.74
H -1.53 0.08 3.32
O -0.40 0.43 5.32
N 0.14 0.41 4.24
O 1.31 0.33 3.90
O -0.83 0.73 3.01

gap between HOMO and LUMO = 6.44 eV
LUMO level = -0.806 eV
HOMO level = -7.2 eV
net charge = 0

These are the Mulliken partial charges, in e, on atoms 1 to 5:
1. H 0.432
2. N -0.206
3. B 0.115
4. N -0.001
5. C -0.046

---

4.
Here is a gas-phase ion, C12H14FO4S (charge -1) from OMol25. Energies are from ωB97M-V/def2-TZVPD.

Atoms and positions in Å:
C 3.65 -5.74 -3.41
C 2.30 -5.32 -2.89
O 2.17 -3.91 -3.19
C 0.96 -3.42 -2.81
O 0.06 -4.16 -2.49
C 0.95 -1.92 -2.64
C 1.61 -1.65 -0.90
C 2.10 -0.89 0.16
S 1.43 -0.77 1.79
O 2.06 -1.66 2.71
O 0.00 -0.68 1.71
F 1.94 0.72 2.23
C -0.30 -1.25 -2.98
C -1.55 -1.81 -2.67
C -2.72 -1.04 -2.76
C -2.65 0.25 -3.29
C -1.44 0.76 -3.76
C -0.28 0.00 -3.65
H 3.92 -6.71 -2.99
H 3.62 -5.86 -4.50
H 4.44 -5.03 -3.16
H 1.49 -5.88 -3.37
H 2.24 -5.43 -1.80
H 1.78 -1.45 -3.17
H 2.56 -1.98 -1.43
H 0.74 -2.30 -0.63
H 3.07 -0.37 0.09
H -1.59 -2.85 -2.36
H -3.66 -1.46 -2.40
H -3.56 0.87 -3.30
H -1.41 1.76 -4.20
H 0.65 0.37 -4.07

gap between HOMO and LUMO = 5.99 eV
LUMO level = 3.092 eV
HOMO level = -2.9 eV
SMILES = CCOC(=O)[C@H](CC=[S@](=O)([O-])F)c1ccccc1
net charge = -1

These are the Mulliken partial charges, in e, on atoms 1 to 5:
1. C -1.207
2. C -0.176
3. O -0.261
4. C 0.418
5. O -0.666

---

5.
Here is a single C6H8N2S molecule from OMol25. Energies are from ωB97M-V/def2-TZVPD.

Atoms and positions in Å:
C 0.43 0.14 -2.42
C 1.50 -0.11 -1.44
C -1.32 0.04 -0.88
C 2.08 -0.27 1.95
C 2.21 -0.53 0.66
C -3.24 0.49 0.85
N -0.77 0.02 -1.98
N 1.18 -0.48 -0.28
S -2.24 -0.89 0.13
H 0.69 0.53 -3.33
H 2.49 0.08 -1.83
H 3.01 -0.45 2.51
H 1.27 -0.07 2.64
H 3.13 -0.87 0.22
H -2.98 1.50 0.46
H -3.03 0.56 1.98
H -4.41 0.31 0.74

gap between HOMO and LUMO = 7.65 eV
LUMO level = 0.185 eV
HOMO level = -7.5 eV
net charge = 0
energy above the lowest of the compared OMol25 structures with the same formula, charge and spin = 387.8 kJ/mol

These are the Mulliken partial charges, in e, on atoms 1 to 5:
1. C -0.542
2. C 0.093
3. C 0.104
4. C -0.751
5. C -0.016

---

6.
Here is a single C7H13N molecule from OMol25. Energies are from ωB97M-V/def2-TZVPD.

Atoms and positions in Å:
C 1.73 0.02 -3.42
C 0.96 -0.44 -2.21
C 0.61 0.28 -1.16
C -0.28 -0.13 -0.06
N -0.89 -1.34 -0.22
C -0.49 0.71 0.97
C -1.18 0.27 2.20
C -0.48 0.55 3.54
H 1.50 1.04 -3.64
H 1.48 -0.55 -4.32
H 2.82 -0.10 -3.36
H 0.75 -1.50 -2.36
H 1.08 1.25 -1.04
H -0.74 -1.90 -1.04
H -1.77 -1.61 0.17
H -0.02 1.69 0.97
H -2.20 0.67 2.35
H -1.53 -0.77 2.24
H -0.05 1.56 3.53
H -1.18 0.50 4.37
H 0.43 -0.04 3.69

gap between HOMO and LUMO = 8.72 eV
LUMO level = 1.092 eV
HOMO level = -7.6 eV
SMILES = C/C=C/C(N)=C/CC
net charge = 0
energy above the lowest of the compared OMol25 structures with the same formula, charge and spin = 125.8 kJ/mol

These are the Mulliken partial charges, in e, on atoms 1 to 5:
1. C -1.299
2. C -0.268
3. C -0.072
4. C 0.578
5. N -0.436

---

7.
Here is a gas-phase ion, C11H23N4O2 (charge +1) from OMol25. Energies are from ωB97M-V/def2-TZVPD.

Atoms and positions in Å:
C -1.10 4.49 0.19
O 0.17 4.89 -0.29
C 0.27 4.74 -1.69
C 0.15 3.28 -2.18
C 0.91 2.30 -1.30
C 0.63 0.83 -1.59
C -0.88 0.52 -1.56
C -1.14 -0.97 -1.26
C -1.77 -1.14 0.15
C -1.29 -2.30 0.90
N -2.05 -2.90 1.79
N -1.34 -3.87 2.32
N -0.21 -3.88 1.77
C 0.86 -4.85 2.13
O 2.08 -4.32 1.86
C 2.64 -3.56 2.95
N -0.14 -2.91 0.87
H -1.40 5.10 1.04
H -1.07 3.45 0.51
H -1.86 4.59 -0.58
H 1.21 5.14 -2.03
H -0.51 5.31 -2.21
H 0.62 3.25 -3.16
H -0.90 3.04 -2.32
H 1.97 2.48 -1.49
H 0.77 2.49 -0.24
H 1.01 0.51 -2.56
H 1.12 0.25 -0.81
H -1.31 1.16 -0.79
H -1.35 0.81 -2.48
H -0.26 -1.57 -1.42
H -1.89 -1.28 -1.98
H -1.58 -0.25 0.75
H -2.84 -1.23 0.04
H 0.72 -5.07 3.18
H 0.70 -5.76 1.57
H 3.32 -2.84 2.52
H 3.22 -4.19 3.61
H 1.85 -3.07 3.51
H 0.64 -2.67 0.27

gap between HOMO and LUMO = 7.85 eV
LUMO level = -3.937 eV
HOMO level = -11.8 eV
SMILES = COCCCCCCCc1nnn(COC)[nH+]1
net charge = +1
energy above the lowest of the compared OMol25 structures with the same formula, charge and spin = 33.6 kJ/mol

These are the Mulliken partial charges, in e, on atoms 1 to 5:
1. C -0.596
2. O -0.412
3. C -0.727
4. C -0.582
5. C -0.898

---

8.
Here is a molecular structure, C11H9CoN6O8S from OMol25. Energies are from ωB97M-V/def2-TZVPD.

Atoms and positions in Å:
Co -0.27 0.31 -0.11
O 1.05 -1.13 0.44
N 0.68 -2.40 0.30
C 1.58 -3.34 0.68
C 1.30 -4.67 0.61
C 0.05 -5.07 0.13
C -0.85 -4.11 -0.27
C -0.54 -2.73 -0.21
S -1.63 -1.53 -0.75
H 2.51 -2.94 1.04
H 2.04 -5.39 0.92
H -0.22 -6.12 0.08
H -1.83 -4.37 -0.65
O -1.85 3.47 -5.22
C -1.56 2.84 -4.24
C -0.53 1.70 -4.18
O 0.06 1.21 -5.11
C -0.41 1.33 -2.73
C -1.36 2.12 -1.95
O -1.44 1.97 -0.72
C -2.10 3.07 -2.82
O -2.94 3.87 -2.51
O 0.34 0.53 -2.18
N 1.48 1.80 0.24
N 1.57 2.22 1.55
C 0.67 1.81 2.48
N 0.82 2.32 3.70
N -0.25 0.97 2.05
N -1.13 0.39 2.96
O -1.03 0.60 4.19
O -1.92 -0.38 2.49
H 2.29 1.25 -0.03
H 1.34 2.58 -0.38
H 2.25 2.92 1.80
H 1.58 2.93 3.93
H 0.22 1.94 4.41

gap between HOMO and LUMO (alpha / beta) = 7.67 / 5.80 eV
LUMO level (alpha / beta) = -0.361 / -2.287 eV
HOMO level (alpha / beta) = -8.0 / -8.1 eV
net charge = 0
multiplicity = 5
energy above the lowest of the compared OMol25 structures with the same formula, charge and spin = 0.0 kJ/mol

These are the Mulliken partial charges, in e, on atoms 1 to 5:
1. Co 0.816
2. O -0.597
3. N 0.383
4. C -0.188
5. C -0.714

---

9.
Here is 5 unconnected molecules or ions with the total composition C39H93N9O2P from OMol25. Energies are from ωB97M-V/def2-TZVPD.

Atoms and positions in Å:
C -8.29 0.45 1.44
O -7.63 -0.77 1.85
C -8.07 -1.90 1.06
C -7.07 -2.26 -0.15
C -5.69 -1.47 -0.06
C -4.71 -1.79 -1.29
C -3.34 -0.95 -1.10
C -2.50 -1.64 0.04
N -2.97 -2.89 0.57
C -1.97 -3.13 1.57
N -2.09 -4.23 2.33
P -1.11 -4.83 3.65
C 0.52 -5.59 3.12
C -0.97 -3.68 5.12
N -0.94 -2.18 1.67
C 0.25 -1.95 2.49
C 0.00 -0.84 3.65
N 0.81 0.39 3.44
N -1.31 -1.25 0.70
C -0.69 0.03 0.28
C -1.60 1.33 0.62
C -0.65 2.41 1.36
O -2.09 2.00 -0.56
H -7.58 1.32 1.62
H -9.27 0.65 1.97
H -8.49 0.40 0.31
H -9.10 -1.64 0.65
H -8.23 -2.78 1.78
H -7.61 -1.98 -1.11
H -6.92 -3.39 -0.10
H -5.93 -0.35 0.00
H -5.22 -1.74 0.94
H -4.53 -2.89 -1.44
H -5.26 -1.40 -2.22
H -3.69 0.10 -0.80
H -2.82 -0.95 -2.10
H -2.91 -4.82 2.10
H 1.05 -4.93 2.35
H 0.44 -6.62 2.66
H 1.21 -5.60 4.02
H -1.44 -4.22 6.01
H -1.57 -2.71 5.03
H 0.11 -3.48 5.42
H 1.04 -1.47 1.82
H 0.75 -2.87 2.92
H -1.12 -0.66 3.73
H 0.40 -1.32 4.61
H 0.30 1.13 3.96
H 1.70 0.33 3.95
H 0.33 0.25 0.70
H -0.55 -0.04 -0.86
H -2.46 1.05 1.33
H -0.78 2.37 2.48
H 0.42 2.37 1.01
H -1.05 3.44 1.04
H -1.65 1.69 -1.37
C -10.99 3.96 2.45
C -9.55 4.05 2.95
N -9.24 5.31 3.61
C -7.81 5.53 3.80
C -7.06 4.56 4.72
C -10.09 5.67 4.74
C -10.18 4.69 5.90
H -11.24 4.81 1.81
H -11.12 3.05 1.86
H -11.70 3.92 3.27
H -8.90 3.95 2.07
H -9.34 3.19 3.60
H -7.65 6.55 4.16
H -7.33 5.50 2.82
H -7.30 4.74 5.77
H -5.98 4.71 4.61
H -7.27 3.52 4.48
H -11.10 5.84 4.36
H -9.78 6.65 5.13
H -10.35 3.66 5.57
H -11.02 4.96 6.55
H -9.28 4.71 6.52
C -0.06 -4.31 -1.00
C 0.58 -5.49 -1.71
N 1.61 -5.10 -2.67
C 2.00 -6.18 -3.57
C 2.66 -7.41 -2.97
C 2.70 -4.30 -2.13
C 3.51 -4.88 -0.97
H -0.43 -3.57 -1.71
H -0.91 -4.65 -0.40
H 0.64 -3.82 -0.32
H -0.22 -6.01 -2.26
H 0.96 -6.20 -0.97
H 2.65 -5.77 -4.35
H 1.10 -6.51 -4.11
H 3.69 -7.21 -2.66
H 2.71 -8.21 -3.72
H 2.10 -7.81 -2.11
H 2.28 -3.34 -1.81
H 3.39 -4.04 -2.94
H 2.87 -5.29 -0.18
H 4.11 -4.08 -0.52
H 4.20 -5.65 -1.30
C 2.43 -0.05 -2.68
C 3.11 0.73 -3.79
N 4.54 0.91 -3.58
C 5.14 1.91 -4.45
C 5.13 1.63 -5.95
C 5.32 -0.31 -3.39
C 5.26 -1.36 -4.50
H 2.63 0.39 -1.70
H 1.34 -0.04 -2.83
H 2.74 -1.10 -2.67
H 2.64 1.72 -3.82
H 2.90 0.25 -4.75
H 6.17 2.10 -4.13
H 4.62 2.86 -4.28
H 5.86 0.87 -6.23
H 5.41 2.54 -6.50
H 4.15 1.33 -6.32
H 4.99 -0.78 -2.46
H 6.36 -0.05 -3.21
H 4.24 -1.57 -4.83
H 5.68 -2.30 -4.12
H 5.86 -1.08 -5.36
C 12.07 3.71 -0.50
C 11.26 3.48 -1.77
N 9.90 3.03 -1.51
C 9.22 2.51 -2.70
C 8.97 3.48 -3.85
C 9.09 3.89 -0.66
C 8.89 5.34 -1.08
H 12.06 2.83 0.14
H 13.11 3.92 -0.76
H 11.70 4.56 0.07
H 11.78 2.71 -2.35
H 11.28 4.39 -2.38
H 8.27 2.05 -2.40
H 9.83 1.68 -3.09
H 8.16 4.18 -3.62
H 8.65 2.92 -4.74
H 9.86 4.05 -4.12
H 9.53 3.88 0.34
H 8.10 3.43 -0.51
H 9.83 5.82 -1.38
H 8.48 5.91 -0.24
H 8.18 5.43 -1.90

gap between HOMO and LUMO = 6.78 eV
LUMO level = -2.485 eV
HOMO level = -9.3 eV
net charge = +1

These are the Mulliken partial charges, in e, on atoms 1 to 5:
1. C -0.619
2. O -0.390
3. C -0.520
4. C -0.672
5. C -0.138

---

10.
Here is a single C3H4N2O molecule from OMol25. Energies are from ωB97M-V/def2-TZVPD.

Atoms and positions in Å:
O 2.14 0.17 -0.14
C 0.83 -0.20 0.01
C 0.01 -1.18 0.34
N -1.78 -0.19 0.11
N -1.32 0.98 -0.21
C -0.08 1.14 -0.38
H 2.83 -0.49 -0.01
H -0.33 -2.18 0.52
H -2.58 -0.02 0.76
H 0.27 1.99 -1.00

gap between HOMO and LUMO = 8.83 eV
LUMO level = 0.239 eV
HOMO level = -8.6 eV
net charge = 0
energy above the lowest of the compared OMol25 structures with the same formula, charge and spin = 503.0 kJ/mol

These are the Mulliken partial charges, in e, on atoms 1 to 5:
1. O -0.479
2. C 0.395
3. C -0.335
4. N -0.347
5. N -0.239

---

11.
Here is a single C4H7NO3 molecule from OMol25. Energies are from ωB97M-V/def2-TZVPD.

Atoms and positions in Å:
H 2.33 -2.05 -0.41
N 2.39 -1.03 -0.52
C 1.33 -0.49 -0.02
O 1.20 0.84 0.01
O -0.02 1.21 0.72
C -0.52 2.35 0.03
C 0.20 -1.35 0.54
C -1.10 -1.33 -0.21
O 0.42 -2.08 1.50
H -1.44 2.68 0.52
H 0.21 3.16 0.06
H -0.75 2.09 -1.01
H -0.96 -0.88 -1.20
H -1.84 -0.76 0.35
H -1.45 -2.36 -0.35

gap between HOMO and LUMO = 10.61 eV
LUMO level = 0.681 eV
HOMO level = -9.9 eV
SMILES = [H]/N=C(/OOC)C(C)=O
net charge = 0
energy above the lowest of the compared OMol25 structures with the same formula, charge and spin = 476.9 kJ/mol

These are the Mulliken partial charges, in e, on atoms 1 to 5:
1. H 0.265
2. N -0.739
3. C 0.597
4. O -0.222
5. O -0.190